1.
C47H114N8O11 | ωB97M-V with the def2-TZVPD basis set

Results
HOMO energy = -0.714 hartree
net charge = +6
calculated total energy = -3122.47790 a.u.
ΔE to the lowest compared entry with this formula, charge and spin = 120.3 kJ/mol
frontier orbital gap = 7.52 eV

Element x y z (Å)
C 0.77724 0.43441 1.24490
C 0.65019 -0.79234 1.86746
C -0.72800 -1.33081 2.24357
O -0.91567 -2.46549 2.72858
C -1.83424 -0.51325 1.97942
C -1.72706 0.83605 1.57105
C -0.37572 1.25368 0.87608
O -0.19758 2.20960 0.08110
O -2.62559 1.71502 1.52900
O 1.68621 -1.52123 1.96469
H 1.71700 0.82216 0.88625
H -2.82940 -0.87511 2.21018
C 4.83191 4.95190 -4.89075
C 3.52811 5.49319 -4.36309
C 2.84683 4.38997 -3.50370
O 1.67809 4.91657 -2.94317
C 0.93338 4.03672 -2.10541
N 3.81310 6.72630 -3.49903
H 2.98403 7.22263 -3.16482
H 4.33815 6.45728 -2.66428
H 4.42144 7.32587 -4.06393
H 5.19255 5.54368 -5.73534
H 4.57756 3.96184 -5.26890
H 5.67693 4.94379 -4.20076
H 2.89952 5.85706 -5.17289
H 3.58864 4.05515 -2.76015
H 2.67724 3.47911 -4.08468
H 0.52249 3.21207 -2.69497
H 0.19797 4.65784 -1.60164
H 1.53426 3.58872 -1.30516
C 1.60691 -1.31933 5.57198
C 1.06878 -2.73733 5.78156
C -0.33287 -2.84916 6.36588
O -0.66165 -4.22352 6.37505
C -1.90479 -4.48330 6.99598
N 1.17333 -3.56544 4.51566
H 2.09017 -3.84944 4.18120
H 0.67100 -4.42449 4.78637
H 0.57851 -3.18316 3.75856
H 0.97735 -0.77404 4.86187
H 2.62835 -1.25202 5.20236
H 1.55759 -0.78866 6.52302
H 1.80446 -3.18506 6.44967
H -1.06325 -2.24756 5.81674
H -0.28815 -2.56302 7.42030
H -2.52975 -3.58932 7.09167
H -1.78420 -4.89534 7.99972
H -2.54253 -5.19311 6.46707
C -2.50208 1.75826 5.01300
C -3.84066 1.04762 4.84670
C -4.61609 0.79376 6.11330
O -5.18813 2.03365 6.47207
C -5.73893 2.07082 7.81377
N -4.71542 1.79401 3.80214
H -5.49082 1.16108 3.62429
H -5.01559 2.61066 4.34679
H -4.09333 2.05612 3.03153
H -1.86735 1.87569 4.13808
H -2.00017 1.03011 5.65952
H -2.54750 2.68148 5.59082
H -3.60830 0.08781 4.38038
H -3.96275 0.38681 6.88790
H -5.46146 0.12480 5.91559
H -6.63988 2.67375 7.90046
H -4.99591 2.57588 8.43013
H -5.95279 1.06403 8.16704
C -0.65949 6.61817 2.09213
C -0.31099 5.25649 1.47914
C 0.78493 4.50632 2.16211
O 0.33758 3.92099 3.36431
C 1.28157 3.08382 3.94637
N -1.57151 4.47265 1.36290
H -2.22208 4.77173 0.63756
H -1.60585 3.44244 1.36119
H -2.06264 4.63648 2.25204
H -1.38098 7.15505 1.47272
H 0.26371 7.19465 2.13767
H -1.08051 6.64108 3.09969
H -0.01060 5.48754 0.45695
H 1.63976 5.16419 2.35916
H 1.25280 3.76493 1.50006
H 0.99663 2.56124 4.85703
H 2.22365 3.56483 4.25456
H 1.68673 2.32807 3.25452
C 5.11454 -1.37902 2.81471
C 5.30290 -0.35454 1.69350
C 5.33170 -0.98619 0.31652
O 5.18358 -0.07419 -0.76911
C 6.39548 0.58369 -1.22038
N 4.22919 0.71316 1.78944
H 4.15832 0.99378 2.76714
H 4.46269 1.45573 1.13324
H 3.32539 0.30097 1.52523
H 4.14112 -1.87226 2.71527
H 5.10697 -0.89563 3.79002
H 5.82962 -2.18734 2.67559
H 6.26985 0.10393 1.91028
H 4.47287 -1.64350 0.15589
H 6.27190 -1.53628 0.22589
H 7.07387 0.85643 -0.41179
H 5.99932 1.41860 -1.79349
H 6.89519 -0.15300 -1.85307
C -4.24765 -4.69371 1.40411
N -3.64574 -4.51014 0.02578
C -3.59070 -3.02134 -0.21518
C -2.27505 -5.12103 -0.04435
C -4.60045 -5.17657 -0.96643
C -4.41146 -4.86589 -2.44174
O -4.86567 -3.54773 -2.74653
H -5.20807 -4.18887 1.44726
H -3.53874 -4.26729 2.11173
H -4.35688 -5.75718 1.60648
H -4.60856 -2.64193 -0.20081
H -3.02323 -2.79360 -1.11210
H -3.06428 -2.51435 0.59589
H -1.60498 -4.61220 0.64467
H -1.92573 -4.88109 -1.04774
H -2.41931 -6.18447 0.11819
H -5.60489 -4.82287 -0.72308
H -4.58454 -6.22442 -0.67263
H -5.15395 -5.50753 -2.92272
H -3.39702 -5.07461 -2.78259
H -4.69459 -3.34720 -3.67204
C -2.53092 1.86127 -2.89278
N -3.79038 1.03318 -2.85772
C -4.51942 0.99717 -4.18185
C -3.41004 -0.36985 -2.38578
C -4.77194 1.65382 -1.85838
C -5.99812 0.86443 -1.50548
O -7.00099 0.79283 -2.50124
H -2.94813 2.84385 -3.13572
H -1.91717 1.49468 -3.70777
H -2.07194 2.05789 -1.92335
H -4.75535 2.04128 -4.37720
H -5.39949 0.37398 -4.06250
H -3.87179 0.64992 -4.98573
H -2.83251 -0.24753 -1.47258
H -2.70011 -0.66653 -3.16268
H -4.23031 -1.07715 -2.45932
H -4.94716 2.70842 -2.07760
H -4.09591 1.71030 -0.99444
H -6.42627 1.32374 -0.61153
H -5.71941 -0.16087 -1.26294
H -7.54718 1.58888 -2.46807
C 2.54825 -2.42500 -8.25652
C 2.87443 -1.11581 -7.52371
C 3.33533 -1.31893 -6.09121
C 2.20404 -1.85652 -5.18835
N 2.46141 -1.55647 -3.70895
C 2.39785 -0.08907 -3.24927
C 1.93436 -0.09779 -1.79200
C 1.41178 -1.51937 -1.57804
C 1.30533 -2.15513 -2.94198
C 3.75222 -2.19573 -3.24086
C 3.82309 -3.71216 -3.43109
C 5.24642 -4.25998 -3.55187
H 3.39142 -2.86012 -8.78627
H 1.72612 -2.27591 -8.95504
H 2.12632 -3.12875 -7.53038
H 1.95684 -0.53257 -7.65380
H 3.58923 -0.60975 -8.17523
H 3.70153 -0.38861 -5.65079
H 4.11875 -2.07985 -6.08257
H 2.01792 -2.91288 -5.35739
H 1.26541 -1.37749 -5.47848
H 3.39034 0.30667 -3.45462
H 1.69187 0.44255 -3.88708
H 2.69585 0.21341 -1.08241
H 1.09622 0.58094 -1.62615
H 2.08413 -2.07917 -0.91774
H 0.54785 -1.58234 -0.91214
H 1.24527 -3.24017 -2.99487
H 0.40956 -1.85244 -3.49289
H 3.96220 -1.85701 -2.22843
H 4.57540 -1.84183 -3.86348
H 3.25184 -4.05403 -4.29413
H 3.32969 -4.27083 -2.63031
H 5.34154 -4.94725 -4.39335
H 5.66588 -4.71109 -2.65439
H 6.05131 -3.56952 -3.83846

Atoms 1-2, force components in eV/Å:
C -2.733 1.882 -0.355
C 2.388 -1.048 -0.500

---

2.
C47H34As2N8O7S4W | ωB97M-V with the def2-TZVPD basis set

Results
HOMO energy (spin up / spin down) = -0.273 / -0.296 hartree
net charge = 0
calculated total energy = -8907.48672 a.u.
multiplicity = 3
ΔE to the lowest compared entry with this formula, charge and spin = 0.0 kJ/mol
frontier orbital gap (spin up / spin down) = 6.68 / 7.28 eV

Element x y z (Å)
W -0.20419 -0.28960 -0.51573
S 2.13998 0.36618 -0.34931
C 3.08996 -1.09617 -0.61534
C 4.44214 -0.95417 -0.88931
C 5.24406 -2.06835 -1.10307
C 6.63986 -1.88240 -1.37913
N 7.75777 -1.71118 -1.58171
C 4.67478 -3.34566 -1.04071
C 3.32259 -3.48592 -0.76108
C 2.52018 -2.37032 -0.53860
S 0.83761 -2.58242 -0.12919
C 5.47212 -4.51919 -1.26390
N 6.10285 -5.46092 -1.44938
H 4.88387 0.03291 -0.93544
H 2.88987 -4.47616 -0.71356
N -4.52951 0.67446 0.37086
C -4.13624 1.15324 -0.85380
N -2.92062 1.08211 -1.31044
C -2.80611 1.72291 -2.52650
C -3.94475 2.31225 -2.97347
S -5.23831 2.00962 -1.88132
C -1.54522 1.74206 -3.29791
C -1.55096 1.96239 -4.63350
S 0.04663 1.92880 -5.26890
C 0.63997 1.61172 -3.67577
N -0.27781 1.53474 -2.74544
N 1.97958 1.51740 -3.45007
H -4.09674 -0.20448 0.64506
H -5.52607 0.66557 0.51990
H -4.09190 2.91440 -3.85296
H -2.40088 2.09882 -5.27869
H 2.54822 1.30282 -4.25303
H 2.22424 0.99792 -2.61359
O -3.78680 -2.22389 0.35764
C -2.69661 -2.01658 -0.13561
O -1.87580 -1.11097 0.34871
C -2.20217 -2.82645 -1.30913
C -2.46522 -4.17269 -1.44100
C -1.79897 -4.88419 -2.42956
C -0.81952 -4.32037 -3.22714
C -0.56477 -2.97090 -3.07490
C -1.31324 -2.19155 -2.18841
O -1.18861 -0.87746 -2.09777
N 0.65892 -2.41791 -3.69586
O 1.13686 -1.40895 -3.21481
O 1.14549 -3.03280 -4.61336
N -2.08090 -6.32093 -2.58021
O -1.55094 -6.90244 -3.50359
O -2.82975 -6.83082 -1.77202
H -3.15230 -4.67576 -0.77606
H -0.25190 -4.92309 -3.91901
C 0.01164 1.28067 2.99478
C -1.06492 2.05365 2.24648
As -0.57865 2.23003 0.35453
C -1.79431 3.65048 -0.18943
C -1.40983 4.50901 -1.21508
C -2.24398 5.54495 -1.60675
C -3.46519 5.73226 -0.97527
C -3.85024 4.87836 0.04681
C -3.02178 3.83412 0.43608
C 1.00739 3.36309 0.47285
C 1.25561 4.12681 1.61193
C 2.32708 5.00761 1.65122
C 3.15423 5.14552 0.54594
C 2.90109 4.40504 -0.59751
C 1.83482 3.51822 -0.63368
As 0.24400 -0.47512 2.17411
C -1.10788 -1.55136 3.05497
C -2.00328 -0.97894 3.94896
C -3.01467 -1.74300 4.51938
C -3.13984 -3.08353 4.19808
C -2.24691 -3.66185 3.30589
C -1.24109 -2.90218 2.73375
C 1.90289 -1.05794 2.98457
C 1.93281 -2.18465 3.80120
C 3.12298 -2.58447 4.39366
C 4.28810 -1.86513 4.17880
C 4.25911 -0.73332 3.37650
C 3.07384 -0.33042 2.78148
H -0.20297 1.15683 4.05737
H 0.98028 1.77834 2.91715
H -1.23580 3.05216 2.65300
H -2.02137 1.52185 2.26302
H -0.45329 4.38631 -1.70707
H -1.93393 6.20845 -2.40365
H -4.11676 6.54089 -1.27999
H -4.80223 5.01826 0.54250
H -3.34988 3.16799 1.22491
H 0.61882 4.05211 2.48343
H 2.50859 5.59109 2.54420
H 3.99022 5.83192 0.57735
H 3.53551 4.51026 -1.46814
H 1.65109 2.95700 -1.53903
H -1.93958 0.06873 4.21439
H -3.70537 -1.28209 5.21356
H -3.93233 -3.67575 4.63579
H -2.33921 -4.70858 3.04641
H -0.55327 -3.36639 2.03864
H 1.03619 -2.76069 3.98149
H 3.13474 -3.46476 5.02305
H 5.21514 -2.18260 4.63747
H 5.16260 -0.16181 3.20820
H 3.06910 0.55694 2.15884

Atoms 1-2, force components in eV/Å:
W 1.284 -0.262 1.670
S -0.465 -0.091 -0.393

---

3.
C47H35AsBrClMoN3O6 | ωB97M-V with the def2-TZVPD basis set

Results
HOMO energy (spin up / spin down) = -0.391 / -0.392 hartree
net charge = +1
calculated total energy = -7765.85400 a.u.
multiplicity = 3
ΔE to the lowest compared entry with this formula, charge and spin = 0.0 kJ/mol
frontier orbital gap (spin up / spin down) = 6.93 / 6.74 eV

Element x y z (Å)
Mo 0.21200 -1.02189 -0.10407
Br -0.06591 -0.87011 7.50762
C -0.25265 -0.92242 5.63190
C -1.50083 -1.22065 5.07070
C -1.67880 -1.23726 3.70583
C -0.58913 -0.95736 2.86844
O -0.76733 -0.92451 1.57133
C 0.66818 -0.69699 3.42757
C 1.80288 -0.43436 2.60299
N 1.88995 -0.47190 1.30924
C 3.16622 -0.15520 0.74263
C 4.34802 0.01449 1.42117
C 5.52342 0.37754 0.73191
C 5.51479 0.55993 -0.62065
C 4.32436 0.34807 -1.35093
C 4.24966 0.46261 -2.75760
C 3.07571 0.18345 -3.39202
C 1.96806 -0.20822 -2.62345
N 1.99336 -0.29238 -1.30964
C 3.15734 -0.02064 -0.65989
C 0.82704 -0.66709 4.82516
H -2.33710 -1.42881 5.72494
H -2.63487 -1.46192 3.24982
H 2.68888 -0.16180 3.16902
H 4.42249 -0.13098 2.48831
H 6.43611 0.50921 1.29589
H 6.41345 0.84747 -1.15003
H 5.13178 0.75481 -3.31320
H 2.97368 0.24162 -4.46524
H 1.04394 -0.48330 -3.11055
H 1.79435 -0.44541 5.25801
O -0.72407 -3.49941 -3.02736
C -0.24012 -3.30743 -1.94561
O 0.52781 -2.24492 -1.67606
C -0.27407 -4.31132 -0.80892
C 1.03925 -4.23243 -0.01980
C 1.20276 -5.45429 0.87576
C 0.18697 -5.15733 1.99906
C -0.42326 -3.84641 1.53160
O 0.73415 -3.15857 0.93192
C -1.32802 -4.01072 0.30194
C -2.14684 -2.71676 0.19973
O -3.13277 -2.58305 0.88095
O -1.64828 -1.78485 -0.58889
H -0.44109 -5.29172 -1.25093
H 1.91360 -3.95736 -0.60064
H 0.97796 -6.36703 0.32626
H 2.21818 -5.53035 1.25929
H -0.57009 -5.92882 2.12595
H 0.68993 -5.01237 2.95412
H -0.85735 -3.24723 2.32121
H -2.02803 -4.83441 0.42504
C 2.17105 3.91098 -3.46511
C 1.15476 3.34582 -4.22064
C 0.23883 2.48410 -3.62905
C 0.34973 2.19019 -2.27633
C 1.35886 2.76960 -1.51320
C 2.26967 3.62842 -2.10784
As -0.91801 1.01666 -1.39169
C -2.24405 2.36904 -0.98280
C -2.09776 3.52040 -0.22702
C -3.14777 4.42452 -0.16623
C -4.32420 4.17600 -0.86318
C -4.43973 3.05899 -1.67325
C -3.38497 2.15565 -1.76376
C -3.31538 1.02446 -2.71222
C -4.32391 0.63669 -3.58574
C -4.10791 -0.41902 -4.45896
C -2.89492 -1.09441 -4.47324
C -1.87808 -0.71667 -3.60739
C -2.09411 0.34384 -2.74564
H 2.88277 4.57967 -3.93092
H 1.06996 3.57591 -5.27462
H -0.55335 2.04251 -4.22241
H 1.43240 2.54844 -0.45233
H 3.05547 4.07846 -1.51453
H -1.17845 3.72435 0.29982
H -3.04539 5.32751 0.42067
H -5.14578 4.87678 -0.79823
H -5.34083 2.90482 -2.25146
H -5.27733 1.14787 -3.58712
H -4.89953 -0.72408 -5.13040
H -2.74133 -1.92997 -5.14238
H -0.95631 -1.28201 -3.59810
Cl 1.62528 3.37789 4.97028
C 0.32580 2.83440 3.96721
C -0.96406 2.72845 4.45573
C -1.93550 2.24111 3.59545
C -1.58002 1.88188 2.30543
N -0.33960 2.00008 1.83199
C 0.58876 2.47393 2.65477
H -1.19387 3.01389 5.47319
H -2.95839 2.12448 3.92526
H -2.31892 1.45606 1.63707
H 1.60048 2.56311 2.26905

Atoms 1-2, force components in eV/Å:
Mo 0.435 -1.312 -0.201
Br 0.002 0.001 0.031

---

4.
C47H36BO8 | ωB97M-V with the def2-TZVPD basis set

Results
HOMO energy = -0.144 hartree
net charge = -1
calculated total energy = -2439.53954 a.u.
frontier orbital gap = 3.81 eV

Element x y z (Å)
C 4.04109 -4.42493 7.75045
C 3.77600 -5.30476 6.50908
C 4.80309 -5.12114 5.40212
C 6.26217 -5.36270 5.84688
C 7.12297 -6.16028 4.82435
O 7.16141 -7.47884 5.28872
B 7.27546 -7.27754 6.76158
O 6.29437 -6.15265 6.98496
H 3.24817 -3.69421 7.90763
H 4.04630 -5.06050 8.63268
H 5.01314 -3.94825 7.69172
H 2.80268 -5.02117 6.10122
H 3.75572 -6.34829 6.80114
H 4.57626 -5.86439 4.62555
H 4.70045 -4.14987 4.91023
H 6.73671 -4.36489 5.91664
H 8.15549 -5.77857 4.91799
H 6.82803 -6.05966 3.77473
H 8.38857 -6.89993 7.14302
H 6.85700 -8.28680 7.32075
C 2.28300 -5.21712 -0.18785
C 3.05345 -5.49181 0.93708
C 3.97289 -4.56390 1.39727
C 4.13309 -3.35818 0.72623
C 3.37330 -3.09029 -0.41690
C 2.44185 -4.02006 -0.86483
C 3.55532 -1.82636 -1.17512
O 2.88463 -1.58375 -2.16210
C 4.57292 -0.85479 -0.69582
C 4.78820 0.31414 -1.41766
C 5.72256 1.23455 -0.97610
C 6.44031 0.99568 0.19170
C 6.23223 -0.16824 0.91231
C 5.30369 -1.10029 0.46797
C 5.11145 -2.36040 1.24237
O 5.73438 -2.56241 2.26004
H 1.56038 -5.94205 -0.53917
H 2.93625 -6.43194 1.45943
H 4.56615 -4.78141 2.27654
H 1.84972 -3.80364 -1.74354
H 4.22561 0.49670 -2.32320
H 5.89269 2.14169 -1.54108
H 7.16619 1.71947 0.53841
H 6.78881 -0.36106 1.81903
C -1.29198 5.48964 -5.23832
C -2.23006 5.92317 -4.30697
C -2.35708 5.26977 -3.09349
C -1.55224 4.17252 -2.81022
C -0.62556 3.72470 -3.75305
C -0.49213 4.39343 -4.96324
C 0.21592 2.52237 -3.48834
O 1.02578 2.14192 -4.30796
C 0.02719 1.80282 -2.19925
C 0.75942 0.64754 -1.95391
C 0.60485 -0.02554 -0.75301
C -0.27727 0.45808 0.20861
C -1.01467 1.60562 -0.03185
C -0.87109 2.27853 -1.23863
C -1.68991 3.49086 -1.49532
O -2.46346 3.91367 -0.65717
H -1.18893 6.00678 -6.18330
H -2.86148 6.77349 -4.52861
H -3.08063 5.60582 -2.36341
H 0.23466 4.04865 -5.68551
H 1.44625 0.27390 -2.69907
H 1.16614 -0.92534 -0.56134
H -0.39068 -0.06572 1.14885
H -1.70283 1.98196 0.71265
C -10.84482 6.49534 -3.06517
C -11.44838 5.45120 -3.75856
C -10.81663 4.22332 -3.85392
C -9.57262 4.03592 -3.26396
C -8.95846 5.08944 -2.58488
C -9.60319 6.31589 -2.48035
C -7.60637 4.92533 -1.97975
O -7.07744 5.84283 -1.38673
C -6.92389 3.61206 -2.13184
C -5.64197 3.45066 -1.62018
C -4.99752 2.23284 -1.74671
C -5.63203 1.16645 -2.37555
C -6.90870 1.32104 -2.88913
C -7.55635 2.54519 -2.77701
C -8.91474 2.70269 -3.36251
O -9.47400 1.77461 -3.91015
H -11.34404 7.45209 -2.98508
H -12.41453 5.59679 -4.22365
H -11.28269 3.40630 -4.38686
H -9.12694 7.12457 -1.94371
H -5.14789 4.27694 -1.12743
H -3.99934 2.11339 -1.35157
H -5.12629 0.21416 -2.46772
H -7.40552 0.49714 -3.38216

Atoms 1-2, force components in eV/Å:
C -0.259 -0.565 0.006
C 0.024 0.789 0.112

---

What is the net charge in the third record? +1